# 1
7
Properties=species:S:1:pos:R:3 method="wB97M-V/def2-TZVPD" max_force_ev_per_a=2.7 de_lowest_kcal_mol=41.5 e_homo_ev="-8.53 / -8.53" orbital_gap_ha="0.2806 / 0.2806"
C 0.55 0.70 0.25
C -0.37 -0.23 -0.27
C 0.95 -0.56 0.32
I -3.07 0.16 -0.06
H 0.75 1.74 0.49
H -0.49 -0.49 -1.25
H 1.68 -1.32 0.51

# 2
11
Properties=species:S:1:pos:R:3 method="wB97M-V/def2-TZVPD" total_charge=-1 max_force_ev_per_a=2.6 de_lowest_kcal_mol=50.1 e_homo_ev=-2.27 orbital_gap_ha=0.2152
C -0.08 1.36 2.40
C 0.69 -0.12 -1.31
C -0.27 -1.23 -1.02
C -0.77 0.22 -1.11
O -0.41 2.46 2.35
O 0.10 0.32 2.89
F -0.90 0.81 0.29
H 1.28 -0.05 -0.42
H 1.20 -0.09 -2.26
H -0.83 -1.90 -1.72
H -0.01 -1.78 -0.09

# 3
128
Properties=species:S:1:pos:R:3 method="wB97M-V/def2-TZVPD" max_force_ev_per_a=15.6 de_lowest_kcal_mol=136.1 e_homo_ev=-8.48 orbital_gap_ha=0.3043
C -4.24 1.86 1.05
O -3.60 2.88 1.22
N -5.50 1.65 1.51
N -3.75 0.74 0.47
H -5.86 2.36 2.11
H -5.89 0.72 1.48
H -2.80 0.68 0.15
H -4.41 0.13 0.01
C 5.12 -1.19 0.74
O 6.17 -1.17 0.10
N 4.26 -2.23 0.76
N 4.58 -0.16 1.47
H 3.51 -2.24 1.43
H 4.56 -3.04 0.24
H 3.58 -0.16 1.57
H 5.10 0.69 1.30
C -0.86 -0.57 -4.88
O -1.53 -0.92 -3.91
N -1.37 -0.21 -6.07
N 0.48 -0.76 -4.91
H -0.70 0.12 -6.75
H -2.36 -0.15 -6.20
H 0.90 -1.34 -4.20
H 1.04 -0.61 -5.73
C -2.07 -0.08 4.12
O -1.69 0.87 3.44
N -2.19 -0.09 5.50
N -2.12 -1.33 3.62
H -2.36 -0.94 6.01
H -2.15 0.74 6.05
H -1.76 -1.38 2.68
H -2.54 -2.06 4.17
C 1.91 -3.01 2.47
O 1.99 -1.78 2.58
N 2.87 -3.86 2.85
N 0.87 -3.63 1.86
H 3.76 -3.49 3.15
H 2.71 -4.85 2.84
H 0.75 -4.62 1.94
H 0.25 -3.03 1.28
C 0.87 2.93 -3.45
O -0.09 2.26 -3.03
N 1.17 3.05 -4.77
N 1.71 3.62 -2.67
H 0.49 2.50 -5.26
H 1.91 3.57 -5.20
H 2.44 4.00 -3.23
H 1.65 3.61 -1.66
C -2.10 -5.30 0.76
O -2.43 -5.44 -0.41
N -2.14 -4.10 1.41
N -1.59 -6.28 1.54
H -1.65 -4.11 2.29
H -2.18 -3.20 0.94
H -1.68 -7.19 1.11
H -1.38 -6.22 2.52
C 3.72 0.03 -3.02
O 4.16 1.16 -2.79
N 2.53 -0.52 -2.69
N 4.49 -0.88 -3.64
H 2.41 -1.47 -3.03
H 1.88 -0.04 -2.10
H 5.46 -0.65 -3.75
H 4.26 -1.84 -3.82
C 0.74 3.32 3.53
O 1.67 4.10 3.37
N 0.45 2.32 2.61
N -0.07 3.18 4.59
H 1.08 2.40 1.83
H -0.34 1.70 2.75
H 0.40 3.59 5.38
H -0.93 2.68 4.69
C 2.43 -1.25 5.84
O 2.44 -1.29 7.07
N 3.57 -1.50 5.11
N 1.39 -0.86 5.07
H 4.36 -1.35 5.72
H 3.65 -1.20 4.16
H 1.52 -0.85 4.06
H 0.60 -0.42 5.49
C 0.19 -3.15 -2.88
O 1.22 -2.81 -3.46
N 0.10 -4.30 -2.17
N -1.04 -2.58 -3.02
H -0.73 -4.37 -1.60
H 0.78 -5.03 -2.22
H -1.20 -1.76 -3.60
H -1.83 -3.05 -2.61
C -4.48 -1.90 -1.38
O -5.36 -1.73 -0.56
N -3.95 -0.88 -2.16
N -3.75 -3.01 -1.63
H -3.30 -1.04 -2.92
H -4.59 -0.11 -2.31
H -3.25 -2.96 -2.50
H -3.83 -3.85 -1.09
C -1.15 4.84 -0.15
O -1.00 5.51 -1.16
N -1.62 5.33 1.03
N -0.80 3.54 -0.06
H -1.65 4.66 1.77
H -1.81 6.31 1.17
H -0.41 3.12 -0.88
H -1.20 2.93 0.64
C -0.46 -0.82 0.08
O -0.78 -1.92 0.58
N -1.11 -0.30 -0.97
N 0.56 -0.10 0.53
H -0.86 0.61 -1.32
H -1.98 -0.73 -1.22
H 0.93 -0.54 1.37
H 0.89 0.84 0.35
C -3.47 3.51 -2.68
O -4.53 3.92 -2.19
N -2.88 2.43 -2.17
N -2.73 4.07 -3.70
H -1.97 2.10 -2.46
H -3.27 1.91 -1.41
H -1.85 3.58 -3.69
H -2.99 4.95 -4.11
C 3.21 2.76 0.13
O 2.12 2.22 -0.05
N 4.37 2.58 -0.55
N 3.43 3.70 1.09
H 4.30 1.98 -1.40
H 5.14 3.20 -0.43
H 4.39 3.83 1.32
H 2.72 3.86 1.80

# 4
23
Properties=species:S:1:pos:R:3 method="wB97M-V/def2-TZVPD" max_force_ev_per_a=2.0 de_lowest_kcal_mol=197.0 e_homo_ev=-6.65 orbital_gap_ha=0.1510
C 0.20 -1.20 -0.22
C -0.82 -0.30 0.52
C -2.18 -0.78 0.42
C -3.29 -0.14 0.11
C 0.88 -0.38 -1.28
N 1.56 0.79 -0.78
C 2.39 0.58 0.35
C 1.85 0.94 1.78
H -0.25 -2.10 -0.64
H 0.93 -1.59 0.50
H -0.42 0.04 1.46
H -0.87 0.63 -0.09
H -2.46 -0.28 -2.68
H -3.21 0.96 -0.03
H -4.31 -0.48 0.12
H 0.15 0.03 -1.99
H 1.70 -0.96 -1.75
H -3.13 0.03 -2.79
H 2.84 -0.43 0.34
H 3.18 1.34 0.33
H 1.21 1.80 1.57
H 1.33 0.21 2.41
H 2.71 1.28 2.35